# 1
C57H63BrClF40IN2O7S | wB97M-V/def2-TZVPD

```
173
Properties=species:S:1:pos:R:3
C -3.993 2.826 11.524
C -2.636 2.359 11.756
C -2.418 0.850 12.264
O -1.263 0.549 12.695
O -3.486 -0.092 12.267
C -3.170 -1.279 11.487
C -3.756 -1.222 9.969
C -4.502 0.152 9.611
C -5.244 0.153 8.182
C -4.203 -0.073 6.956
C -3.607 1.341 6.400
C -2.210 1.053 5.678
C -2.264 0.580 4.207
C -0.996 0.208 3.350
C 0.375 0.340 4.052
C 0.454 0.824 5.540
C -0.809 1.185 6.393
C -0.744 1.634 7.931
I -0.075 -0.072 9.180
C 0.154 2.947 8.196
C 1.548 2.643 8.987
S 1.918 -0.103 3.091
C 1.337 0.120 1.336
C 2.424 0.373 0.265
C 2.046 0.530 -1.235
C 3.191 0.744 -2.345
C 4.274 1.884 -1.897
C 3.923 -0.661 -2.738
C 4.571 -1.420 -1.483
C 3.666 -2.657 -0.929
C 0.519 0.426 -1.571
Cl 0.113 0.587 -3.371
C -0.589 0.170 -0.485
C -2.128 0.023 -0.867
C -2.720 1.199 -1.790
C -2.029 2.629 -1.597
N -2.873 3.612 -2.403
C -0.176 0.011 1.030
N -1.262 -0.266 1.982
Br -1.765 -2.077 2.022
H -4.331 3.095 10.453
H -4.728 2.879 12.398
H -1.782 3.092 11.577
H -3.651 -2.173 12.038
H -2.040 -1.524 11.465
H -2.821 -1.266 9.289
H -4.398 -2.162 9.825
H -5.204 0.497 10.441
H -3.673 0.959 9.537
H -5.763 1.183 8.072
H -6.100 -0.617 8.180
H -4.690 -0.594 6.054
H -3.350 -0.764 7.304
H -3.551 2.080 7.266
H -4.413 1.743 5.673
H -3.302 0.469 3.716
H 1.471 0.895 6.046
H -1.799 1.871 8.335
H -0.445 3.616 8.928
H 0.320 3.598 7.263
H 2.188 1.854 8.466
H 1.383 2.460 10.100
H 2.151 3.631 8.913
H 3.522 0.419 0.612
H 2.766 1.132 -3.346
H 4.236 2.742 -2.674
H 5.347 1.498 -1.891
H 3.934 2.348 -0.910
H 4.801 -0.387 -3.444
H 3.221 -1.313 -3.373
H 5.557 -1.908 -1.835
H 4.849 -0.688 -0.650
H 2.661 -2.749 -1.479
H 4.192 -3.677 -1.080
H 3.499 -2.541 0.203
H -2.213 -0.956 -1.483
H -2.834 -0.107 0.018
H -2.766 0.898 -2.907
H -3.826 1.332 -1.477
H -2.037 3.025 -0.527
H -0.968 2.712 -2.015
H -2.537 4.577 -2.261
H -2.847 3.335 -3.393
F 0.981 -3.186 -3.807
C -0.363 -3.248 -3.719
F -0.663 -3.112 -2.402
C -0.919 -4.564 -4.260
F -0.479 -5.617 -3.533
F -2.276 -4.537 -4.097
C -0.655 -4.839 -5.756
O 0.441 -5.709 -6.066
C 1.723 -5.123 -6.161
F 1.614 -3.781 -6.126
F 2.179 -5.427 -7.400
C 2.698 -5.670 -5.114
F 2.261 -5.431 -3.858
F 3.910 -5.074 -5.225
H -0.786 -2.389 -4.247
H -1.532 -5.380 -6.122
H -0.629 -3.923 -6.351
H 2.828 -6.749 -5.226
F 2.555 3.464 -8.411
C 3.090 3.426 -7.176
F 4.331 3.966 -7.283
C 3.177 2.004 -6.622
F 3.999 1.237 -7.374
F 3.760 2.078 -5.386
C 1.830 1.272 -6.437
O 1.456 0.352 -7.470
C 0.781 0.880 -8.593
F 0.447 2.164 -8.361
F -0.388 0.200 -8.676
C 1.570 0.692 -9.892
F 2.769 1.316 -9.838
F 0.903 1.225 -10.946
H 2.501 4.073 -6.520
H 1.948 0.639 -5.552
H 1.015 1.952 -6.180
H 1.750 -0.365 -10.093
F -2.745 -4.314 7.309
C -2.894 -3.612 6.168
F -2.641 -2.316 6.484
C -4.298 -3.750 5.581
F -5.232 -3.241 6.421
F -4.351 -2.979 4.453
C -4.717 -5.176 5.166
O -5.536 -5.901 6.092
C -4.875 -6.617 7.116
F -3.549 -6.623 6.884
F -5.281 -7.902 6.990
C -5.236 -6.106 8.514
F -4.891 -4.808 8.672
F -4.572 -6.804 9.468
H -2.130 -3.938 5.457
H -5.356 -5.058 4.286
H -3.872 -5.774 4.814
H -6.308 -6.196 8.700
F 4.340 -1.854 -14.858
C 5.665 -1.670 -15.025
F 5.992 -2.299 -16.183
C 6.482 -2.237 -13.865
F 6.332 -3.579 -13.771
F 7.802 -2.027 -14.149
C 6.217 -1.603 -12.483
O 5.339 -2.317 -11.604
C 3.954 -2.082 -11.745
F 3.753 -1.049 -12.584
F 3.524 -1.664 -10.530
C 3.181 -3.341 -12.151
F 3.609 -3.823 -13.338
F 1.860 -3.071 -12.292
H 5.854 -0.602 -15.160
H 7.178 -1.611 -11.959
H 5.953 -0.544 -12.553
H 3.298 -4.130 -11.404
F -1.461 6.227 1.929
C -2.098 6.517 0.779
F -2.821 5.416 0.457
C -1.128 6.863 -0.351
F -0.337 5.807 -0.655
F -1.873 7.108 -1.472
C -0.244 8.107 -0.122
O 1.095 7.869 0.330
C 1.291 7.730 1.722
F 0.160 8.053 2.376
F 2.200 8.673 2.064
C 1.828 6.346 2.103
F 0.973 5.367 1.738
F 1.988 6.245 3.445
H -2.799 7.334 0.967
H -0.113 8.568 -1.105
H -0.746 8.873 0.475
H 2.789 6.153 1.621
```

## Properties
total energy	-287627.975	eV
M	1922.39	Da
HOMO level	-7.883	eV
structure (SMILES)	C=CC(=O)OCCCCCCc1cc2c(cc1[C@@H](I)CC)Sc1cc([C@@H](C)CCC)c(Cl)c(CCCN)c1N2Br.FC(F)C(F)(F)COC(F)(F)C(F)F.FC(F)C(F)(F)COC(F)(F)C(F)F.FC(F)C(F)(F)COC(F)(F)C(F)F.FC(F)C(F)(F)COC(F)(F)C(F)F.FC(F)C(F)(F)COC(F)(F)C(F)F
Kohn-Sham gap	6.93	eV

# 2
C57H63Ge2N2NaO4S2 | wB97M-V/def2-TZVPD

```
131
Properties=species:S:1:pos:R:3
Na 0.268 -0.899 -0.368
O 0.742 1.352 0.324
C 1.928 2.015 0.144
C 3.049 1.032 -0.487
C 2.938 0.902 -1.980
C 3.864 1.497 -2.836
C 3.587 1.551 -4.189
C 2.414 0.984 -4.665
C 1.572 0.344 -3.764
C 0.282 -0.305 -4.191
C 0.061 -1.798 -3.759
O 0.213 -1.920 -2.395
C 1.000 -2.788 -4.496
C 0.787 -4.153 -4.282
C 1.585 -5.119 -4.873
C 2.637 -4.743 -5.708
C 2.859 -3.395 -5.939
C 2.043 -2.430 -5.344
C -1.413 -2.025 -4.254
C -2.442 -1.472 -3.485
C -3.770 -1.578 -3.866
C -4.109 -2.230 -5.051
C -3.099 -2.752 -5.845
C -1.763 -2.645 -5.453
N 1.829 0.313 -2.455
C 2.452 2.612 1.486
C 3.452 2.019 2.253
C 3.881 2.589 3.449
C 3.317 3.773 3.907
C 2.292 4.360 3.172
C 1.864 3.778 1.986
C 1.756 3.212 -0.852
C 0.672 3.214 -1.723
C 0.532 4.200 -2.698
C 1.482 5.208 -2.820
C 2.574 5.218 -1.957
C 2.706 4.230 -0.987
H 2.846 0.070 -0.018
H 4.057 1.369 -0.229
H 4.759 1.957 -2.432
H 4.263 2.061 -4.866
H 2.152 1.042 -5.715
H 0.129 -0.202 -5.270
H -0.522 0.235 -3.680
H -0.030 -4.453 -3.633
H 1.390 -6.169 -4.681
H 3.271 -5.493 -6.167
H 3.670 -3.082 -6.588
H 2.242 -1.387 -5.548
H -2.179 -0.975 -2.551
H -4.546 -1.156 -3.234
H -5.148 -2.327 -5.347
H -3.345 -3.253 -6.775
H -0.993 -3.060 -6.092
H 3.889 1.077 1.933
H 4.656 2.096 4.029
H 3.648 4.216 4.840
H 1.823 5.274 3.525
H 1.060 4.243 1.423
H -0.046 2.404 -1.626
H -0.321 4.175 -3.371
H 1.376 5.978 -3.579
H 3.331 5.991 -2.046
H 3.565 4.247 -0.322
C -1.901 -1.959 3.654
C -2.731 -1.865 2.363
Ge -2.683 -0.101 1.457
C -4.037 -0.253 0.033
C -4.565 1.102 -0.463
C -3.524 1.017 2.852
C -2.567 1.800 3.386
Ge -0.961 1.657 2.062
C -1.413 3.279 1.016
C -1.606 4.627 1.715
C 0.435 1.042 3.293
C 0.721 1.890 4.537
C -2.778 2.557 4.658
C -2.089 3.740 4.950
C -2.324 4.456 6.117
C -3.242 3.995 7.053
C -3.899 2.794 6.811
C -3.663 2.087 5.637
H -2.128 -2.874 4.214
H -2.095 -1.111 4.321
H -0.828 -1.974 3.431
H -3.795 -2.047 2.561
H -2.395 -2.611 1.640
H -4.839 -0.842 0.494
H -3.622 -0.847 -0.785
H -4.972 1.696 0.362
H -5.358 0.985 -1.212
H -3.766 1.696 -0.924
H -4.543 0.971 3.273
H -2.360 2.968 0.562
H -0.672 3.348 0.225
H -2.427 4.600 2.434
H -1.839 5.404 0.980
H -0.702 4.949 2.248
H 1.333 0.859 2.709
H 0.053 0.063 3.590
H 1.037 2.908 4.286
H 1.529 1.429 5.118
H -0.153 1.960 5.190
H -1.337 4.085 4.251
H -1.778 5.372 6.303
H -3.431 4.554 7.962
H -4.591 2.400 7.545
H -4.160 1.136 5.473
C 3.551 -5.684 1.885
C 2.397 -5.156 1.073
C 2.553 -4.768 -0.250
C 1.493 -4.223 -0.972
C 0.247 -4.090 -0.377
C 0.084 -4.467 0.957
C 1.143 -4.997 1.667
S -1.154 -3.379 -1.288
C -2.337 -4.670 -0.685
O -1.605 -2.187 -0.474
H 4.475 -5.683 1.304
H 3.359 -6.705 2.223
H 3.696 -5.058 2.771
H 3.529 -4.845 -0.721
H 1.647 -3.862 -1.977
H -0.863 -4.312 1.464
H 1.017 -5.232 2.720
H -2.596 -4.577 0.377
H -1.904 -5.655 -0.899
H -3.235 -4.519 -1.296
O 2.133 -2.463 3.602
S 2.490 -1.905 2.276
N 1.506 -1.532 1.260
```

## Properties
total energy	-210420.800	eV
M	1072.48	Da
net charge	-2
HOMO level	-2.662	eV
relative energy (zero: lowest compared OMol25 entry of this formula, charge and spin)	107.25	kJ/mol
Kohn-Sham gap	6.23	eV

# 3
C57H64N10O4 | wB97M-V/def2-TZVPD

```
135
Properties=species:S:1:pos:R:3
C 6.772 -0.754 1.676
C 5.473 0.061 1.841
C 5.519 1.468 1.228
C 4.127 1.936 0.839
N 3.408 2.567 1.998
C 2.035 2.695 1.723
C 0.993 2.001 2.195
C 0.938 0.900 3.199
C 1.615 -0.408 2.763
O 0.758 -1.366 2.188
C -0.011 -0.886 1.097
C -0.609 -2.073 0.362
C -0.219 2.553 1.534
O -1.366 2.385 1.802
O 0.177 3.459 0.550
C 1.506 3.731 0.780
O 2.074 4.690 0.350
H 7.649 -0.123 1.563
H 6.655 -1.401 0.807
H 6.866 -1.419 2.534
H 5.228 0.147 2.900
H 4.689 -0.496 1.328
H 6.101 1.400 0.302
H 6.032 2.179 1.876
H 3.520 1.087 0.527
H 4.170 2.656 0.017
H 3.776 3.513 2.067
H 1.447 1.248 4.101
H -0.106 0.722 3.456
H 2.035 -0.875 3.655
H 2.458 -0.207 2.093
H 0.629 -0.298 0.423
H -0.826 -0.246 1.448
H -1.315 -2.567 1.024
H 0.192 -2.750 0.067
H -1.124 -1.701 -0.523
C -6.663 -3.292 1.110
C -6.158 -2.179 1.765
C -4.784 -2.003 1.816
N -3.912 -2.846 1.267
C -4.411 -3.910 0.639
C -5.767 -4.178 0.531
H -7.730 -3.466 1.057
H -6.819 -1.460 2.232
H -4.354 -1.143 2.319
H -3.679 -4.580 0.199
H -6.119 -5.053 0.001
C 6.518 2.738 -3.833
C 5.559 1.747 -3.696
C 5.948 0.515 -3.188
N 7.199 0.235 -2.818
C 8.105 1.202 -2.957
C 7.821 2.462 -3.458
H 6.254 3.710 -4.225
H 4.530 1.928 -3.976
H 5.228 -0.287 -3.061
H 9.113 0.948 -2.649
H 8.598 3.206 -3.553
C 9.939 -3.640 -5.107
C 9.162 -2.651 -4.525
C 7.877 -2.452 -5.007
N 7.344 -3.160 -6.002
C 8.104 -4.106 -6.551
C 9.399 -4.385 -6.143
H 10.946 -3.827 -4.759
H 9.537 -2.044 -3.713
H 7.244 -1.690 -4.572
H 7.647 -4.667 -7.359
H 9.968 -5.168 -6.627
C 7.250 7.042 -7.501
C 6.297 6.045 -7.377
C 6.690 4.815 -6.872
N 7.937 4.532 -6.500
C 8.841 5.502 -6.628
C 8.552 6.766 -7.118
H 6.984 8.019 -7.879
H 5.268 6.215 -7.663
H 5.972 4.009 -6.758
H 9.850 5.247 -6.322
H 9.328 7.516 -7.193
C -12.170 -5.168 3.191
C -12.204 -4.707 1.884
C -11.023 -4.262 1.312
N -9.853 -4.252 1.951
C -9.833 -4.699 3.208
C -10.962 -5.164 3.868
H -13.072 -5.523 3.674
H -13.125 -4.690 1.318
H -11.004 -3.896 0.291
H -8.873 -4.676 3.708
H -10.887 -5.511 4.890
C 6.892 13.269 -6.888
C 6.889 12.686 -5.631
C 6.942 11.304 -5.544
N 6.993 10.500 -6.604
C 6.994 11.075 -7.805
C 6.946 12.446 -8.002
H 6.852 14.345 -6.998
H 6.846 13.289 -4.735
H 6.942 10.810 -4.579
H 7.036 10.400 -8.654
H 6.951 12.856 -9.002
C -8.093 -3.499 8.645
C -8.014 -2.531 7.658
C -7.979 -2.946 6.335
N -8.013 -4.223 5.959
C -8.089 -5.141 6.920
C -8.133 -4.834 8.271
H -8.119 -3.217 9.690
H -7.967 -1.481 7.907
H -7.913 -2.221 5.531
H -8.112 -6.173 6.587
H -8.194 -5.622 9.010
C -3.285 0.674 7.876
C -4.387 1.349 7.377
C -5.649 0.919 7.755
N -5.864 -0.111 8.571
C -4.796 -0.751 9.040
C -3.492 -0.400 8.727
H -2.282 0.977 7.604
H -4.273 2.191 6.708
H -6.537 1.422 7.385
H -4.998 -1.590 9.698
H -2.661 -0.957 9.138
C -10.010 -8.014 -2.176
C -9.243 -7.344 -3.117
C -8.431 -6.306 -2.687
N -8.346 -5.914 -1.417
C -9.089 -6.566 -0.524
C -9.932 -7.618 -0.851
H -10.656 -8.830 -2.472
H -9.273 -7.619 -4.162
H -7.814 -5.759 -3.391
H -9.002 -6.221 0.499
H -10.512 -8.111 -0.083
```

## Properties
total energy	-83236.075	eV
M	953.20	Da
HOMO level	-9.054	eV
structure (SMILES)	CCCCNC1=C(CCOCC)C(=O)OC1=O.c1ccncc1.c1ccncc1.c1ccncc1.c1ccncc1.c1ccncc1.c1ccncc1.c1ccncc1.c1ccncc1.c1ccncc1
Kohn-Sham gap	8.65	eV